No. 1
{"formula": "C46H45As2EuIPS", "method": "the ωB97M-V functional and the def2-TZVPD basis", "s2": 15.761, "lumo_energy_ev": [-3.33, -3.28], "multiplicity": 8, "relative_energy_ev": 1.599, "charge": 1, "homo_ev": [-9.344, -9.361], "elements": ["Eu", "S", "C", "C", "C", "C", "C", "C", "As", "C", "C", "C", "C", "C", "C", "C", "C", "C", "C", "C", "C", "H", "H", "H", "H", "H", "H", "H", "H", "H", "H", "H", "H", "H", "H", "I", "C", "C", "C", "C", "C", "C", "C", "C", "C", "P", "C", "C", "C", "C", "C", "C", "C", "C", "C", "C", "C", "C", "C", "H", "H", "H", "H", "H", "H", "H", "H", "H", "H", "H", "H", "H", "H", "H", "H", "C", "C", "As", "C", "C", "C", "C", "H", "H", "H", "H", "H", "H", "H", "H", "H", "H", "H", "H", "H", "H", "H"], "xyz": [[14.037228, 14.434214, 10.333197], [15.368533, 16.052843, 12.418454], [16.612682, 17.065786, 11.758223], [17.913162, 16.690229, 12.218718], [18.998631, 17.481385, 11.822519], [18.732426, 18.535862, 10.957430], [17.523925, 18.794837, 10.397517], [16.388538, 18.138867, 10.885110], [14.371247, 18.195213, 10.736854], [14.363927, 20.013023, 9.862205], [15.091344, 21.048423, 10.475551], [14.931459, 22.325560, 10.046231], [14.135471, 22.589098, 8.901940], [13.417309, 21.528869, 8.331944], [13.397003, 20.238795, 8.883847], [13.954163, 17.148691, 9.260156], [14.950023, 16.585823, 8.485297], [14.632752, 15.505319, 7.583262], [13.319634, 15.100375, 7.439171], [12.318360, 15.670269, 8.305185], [12.576664, 16.698749, 9.177500], [18.067042, 15.681689, 12.619861], [19.996968, 16.998536, 11.875176], [19.594031, 19.173798, 10.704573], [17.360702, 19.574664, 9.645458], [15.870952, 20.734656, 11.199116], [15.450736, 23.195024, 10.484763], [14.149000, 23.617944, 8.553604], [12.685494, 21.797583, 7.533230], [12.726789, 19.434728, 8.571771], [15.992576, 16.951470, 8.548715], [15.469708, 14.940933, 7.078903], [12.945856, 14.295221, 6.748468], [11.346955, 15.100333, 8.368376], [11.835088, 17.183353, 9.789586], [11.166488, 14.111091, 11.626941], [10.474285, 12.234066, 10.607949], [9.333962, 12.423867, 9.805460], [8.767343, 11.410639, 9.057862], [9.159398, 10.079168, 9.285646], [10.156725, 9.844858, 10.265552], [10.663124, 8.488678, 10.306004], [11.873140, 8.201866, 10.831435], [12.501752, 9.213071, 11.630746], [12.093088, 10.509215, 11.585915], [13.088534, 11.557404, 12.596199], [13.729624, 10.513875, 13.982201], [12.775026, 9.717951, 14.628448], [13.067838, 9.176458, 15.860873], [14.328259, 9.300769, 16.454344], [15.370661, 9.787448, 15.636451], [15.104325, 10.354423, 14.406746], [14.564133, 11.580835, 11.542081], [15.623162, 12.446424, 11.995943], [16.594000, 12.935668, 11.071024], [16.583734, 12.619874, 9.730516], [15.637752, 11.576498, 9.362661], [14.643433, 11.102056, 10.200781], [10.931815, 10.928656, 10.841689], [8.794699, 13.354490, 9.898598], [8.033719, 11.575102, 8.295034], [8.751156, 9.339417, 8.629519], [9.973946, 7.722744, 9.905601], [12.270852, 7.204348, 10.830210], [13.410807, 8.936985, 12.166641], [11.852698, 9.548392, 14.090645], [12.259703, 8.827965, 16.507810], [14.549358, 9.051684, 17.465183], [16.398583, 9.678087, 15.990402], [15.976993, 10.796345, 13.872641], [15.545596, 12.824373, 12.985493], [17.437371, 13.456616, 11.574286], [17.188930, 13.235289, 9.025720], [15.762414, 11.134771, 8.310593], [13.881247, 10.382907, 9.793511], [9.950221, 17.160252, 17.736969], [11.354394, 16.704881, 18.025875], [12.681245, 17.320630, 16.653640], [13.272093, 19.135493, 17.469280], [14.492599, 19.664194, 16.748172], [14.398813, 16.441145, 17.291222], [15.096628, 16.886749, 18.584369], [9.301430, 16.352447, 17.269455], [10.002638, 17.968272, 17.031927], [9.487766, 17.576777, 18.593671], [11.478162, 15.581462, 17.976699], [11.749443, 17.034012, 18.975771], [13.356609, 18.948060, 18.562029], [12.388042, 19.759043, 17.178562], [15.449781, 19.590846, 17.313283], [14.458109, 20.665090, 16.394641], [14.766319, 18.970081, 15.954371], [15.076500, 16.539501, 16.420990], [14.140720, 15.387262, 17.313913], [15.852411, 17.716801, 18.477573], [15.718667, 16.056500, 18.916388], [14.447307, 17.051812, 19.435138]], "forces_ev_per_a": [[1.1, 0.0, 0.5], [-1.3, -1.3, -0.2], [1.5, -0.6, 1.0], [0.4, 0.7, -1.6], [-0.8, -2.2, -0.3], [2.5, 0.9, -0.2], [-2.1, 1.1, -0.2], [-1.0, -2.1, 0.6], [1.4, 4.0, 1.4], [-0.9, -1.1, 0.6], [0.7, -1.9, 0.2], [-0.1, 1.9, -1.2], [0.5, -1.1, 1.1], [-1.7, 1.1, -0.6], [1.4, 1.1, 0.2], [-1.1, -1.0, -1.1], [0.1, -1.3, -1.2], [1.3, 0.2, 0.0], [-1.4, -0.5, 0.7], [-1.0, -1.6, -0.8], [2.3, 0.2, -0.6], [-0.1, 0.7, 0.4], [-0.5, 1.1, 0.5], [-0.5, -0.4, -0.3], [0.4, -0.1, 0.3], [-0.8, 0.6, -0.2], [-0.2, -0.7, -0.1], [-0.4, -0.3, -0.3], [0.8, -0.4, 0.5], [0.2, 0.5, -0.3], [-0.7, -0.4, 0.2], [-1.1, 1.0, 0.3], [0.9, 0.8, 0.8], [0.8, 1.1, -0.5], [-0.2, -0.2, 0.3], [-1.2, -1.1, -0.6], [-1.4, 0.7, -0.2], [0.9, 0.9, 1.4], [0.5, -2.4, 0.2], [0.2, 2.7, 0.5], [0.9, -0.5, -1.4], [-1.1, 0.3, -0.1], [-0.2, 0.3, 1.4], [0.0, -1.2, -1.9], [-0.7, -0.7, 0.4], [1.6, 0.6, 1.2], [1.2, -1.5, -0.2], [0.8, 0.8, -0.5], [-0.1, 0.1, 2.0], [0.2, 0.6, -2.1], [-0.3, -0.7, 0.8], [-0.8, 1.5, -0.5], [1.5, 1.7, -0.6], [-1.0, -1.1, -2.7], [0.7, -0.2, 2.6], [-1.4, -0.8, -0.3], [1.5, 0.8, -2.3], [-0.5, -0.1, 0.3], [0.1, -1.1, 0.2], [0.3, 0.4, -0.5], [-0.4, 0.4, 0.0], [-0.1, -0.7, 0.2], [0.8, 0.4, 0.0], [0.1, -0.3, -0.1], [-0.3, 0.1, -0.1], [-0.5, 0.1, 0.6], [0.1, -0.4, -0.5], [-0.1, -0.5, 0.5], [-0.3, 0.3, -0.2], [-1.0, -0.4, 0.2], [0.4, 0.4, 0.7], [-0.8, 0.3, -0.9], [-0.2, -1.2, 0.4], [-0.5, 0.8, 1.6], [1.0, 0.8, 0.6], [-0.4, -1.0, -1.3], [1.6, -1.6, -0.5], [1.2, 0.9, 0.9], [-1.9, -0.6, -0.6], [1.9, -1.6, 0.7], [-0.3, 0.4, -0.7], [1.1, -0.1, -0.2], [0.8, 1.0, 0.7], [-0.3, 0.5, -0.6], [-0.7, 0.1, 0.9], [-0.3, 1.1, 0.3], [-0.1, 0.0, 0.4], [-0.1, 0.5, -0.8], [0.7, -0.2, 0.9], [-0.8, 0.2, 0.3], [-0.4, 0.8, -0.4], [-0.3, 0.3, -0.7], [-0.2, 0.0, 0.4], [0.1, -0.3, 0.2], [-1.2, -0.5, -0.1], [0.1, -0.2, 0.0], [-0.3, 0.4, 0.0]], "mulliken_charge": [0.9480, -0.4155, 0.3041, -0.6888, -0.7019, -0.5684, -0.0183, -0.2778, 0.7132, 0.6268, -0.4401, -0.5404, -0.4880, -0.5624, -0.3636, 0.1797, -0.1137, -0.7909, -0.2968, -0.7848, -0.5978, 0.3649, 0.2920, 0.3553, 0.5717, 0.3532, 0.3413, 0.3734, 0.2789, 0.2620, 0.4218, 0.4069, 0.3665, 0.4006, 0.6451, 0.0351, -0.3088, -0.6732, -0.8133, -0.8178, 0.3751, -0.5095, -1.1436, 0.0201, 0.9580, 0.5335, 0.3468, -0.2287, -0.7640, -0.5726, -0.6209, -0.4324, 0.9788, -0.7886, -0.3568, -0.9368, -0.5047, -0.2045, 0.4224, 0.5064, 0.4317, 0.4084, 0.3776, 0.4859, 0.4469, 0.4084, 0.3142, 0.4654, 0.3860, 0.2940, 0.6363, 0.2087, 0.5022, 0.3258, 0.1960, -1.0238, -0.6150, 0.1415, -0.6632, -0.9116, -0.5532, -1.0782, 0.2357, 0.3156, 0.3290, 0.3748, 0.3606, 0.3678, 0.4457, 0.2264, 0.3571, 0.1374, 0.1989, 0.5346, 0.2256, 0.3779, 0.2726]}

=====

No. 2
{"formula": "C27H41F4N3O15P", "method": "the ωB97M-V functional and the def2-TZVPD basis", "lumo_energy_ev": -3.96, "multiplicity": 1, "charge": 1, "homo_ev": -11.668, "elements": ["C", "C", "O", "C", "C", "C", "C", "C", "O", "C", "C", "C", "C", "C", "C", "C", "C", "N", "N", "P", "N", "O", "H", "H", "H", "H", "H", "H", "H", "H", "H", "H", "H", "H", "H", "H", "H", "H", "H", "H", "H", "H", "H", "H", "H", "H", "H", "H", "H", "H", "H", "C", "C", "O", "C", "O", "O", "F", "H", "H", "H", "C", "C", "O", "C", "O", "O", "F", "H", "H", "H", "C", "C", "O", "C", "O", "O", "F", "H", "H", "H", "C", "C", "O", "C", "O", "O", "F", "H", "H", "H"], "xyz": [[1.565865, 0.955018, 0.339327], [-0.024740, 0.791697, 0.650779], [-0.867916, 1.242096, -0.478680], [-1.880023, 2.063527, 0.135074], [-3.075013, 1.373228, 0.840737], [-3.261599, -0.220182, 0.881441], [-4.160506, -0.678748, -0.380685], [-3.732651, 0.065470, -1.763056], [-5.583282, -0.447890, -0.212375], [-4.183719, 2.246406, 1.565400], [-5.418616, 1.579568, 2.352560], [-3.972761, 3.816539, 1.457155], [-5.029286, 4.795621, 2.149438], [-6.316218, 5.145495, 1.256345], [-7.210432, 3.884549, 0.825507], [-5.994921, 5.981844, -0.083851], [-2.707411, 4.368114, 0.703833], [-2.509873, 5.842791, 0.631942], [-1.692885, 3.525232, 0.088429], [-0.209977, 4.101235, -0.735689], [0.584910, 5.357704, 0.268702], [-0.577309, 4.923917, -2.199158], [2.033889, 1.536714, 1.204340], [1.690979, 1.462878, -0.682316], [2.074784, -0.084080, 0.332024], [-0.330847, 1.309694, 1.637180], [-0.175483, -0.337460, 0.852932], [-3.653720, -0.580576, 1.891355], [-2.235758, -0.738214, 0.732295], [-4.005984, -1.803624, -0.585287], [-3.934883, 1.191369, -1.745035], [-4.409087, -0.388792, -2.573376], [-2.625118, -0.079023, -2.014416], [-6.059646, -1.306919, -0.149590], [-6.175862, 1.078372, 1.662073], [-5.031383, 0.835052, 3.147992], [-5.991790, 2.402706, 2.931050], [-5.264607, 4.366922, 3.186197], [-4.478208, 5.796749, 2.331284], [-6.984868, 5.835893, 1.906607], [-6.533960, 3.077902, 0.343764], [-7.988732, 4.176087, 0.022898], [-7.771878, 3.375200, 1.679944], [-5.483418, 5.267597, -0.814715], [-5.405269, 6.932610, 0.141370], [-7.023256, 6.284080, -0.523935], [-1.755383, 6.119354, 1.297927], [-2.137133, 6.107107, -0.293933], [1.070695, 4.875568, 1.050343], [1.370565, 5.696806, -0.330760], [-1.462125, 5.356844, -2.175264], [2.097386, -3.728038, 1.449851], [2.407388, -3.849055, 2.906742], [2.443836, -2.503464, 3.341684], [1.592241, -1.833838, 2.518317], [1.158227, -0.737887, 2.744285], [1.285472, -2.560653, 1.408571], [3.629335, -4.397333, 3.099825], [2.989042, -3.570904, 0.840340], [1.558769, -4.594989, 1.065049], [1.658682, -4.401313, 3.482397], [6.447313, -2.479384, -1.719359], [6.492035, -2.906599, -0.288120], [5.159913, -3.300128, -0.025831], [4.669324, -3.734090, -1.221713], [3.672726, -4.389126, -1.342007], [5.454178, -3.338595, -2.261917], [6.800477, -1.863896, 0.521577], [6.132152, -1.438709, -1.839434], [7.404344, -2.616553, -2.224824], [7.167534, -3.742675, -0.090008], [-1.417840, -0.659927, -4.984308], [-0.723801, -1.820692, -5.622443], [-0.307346, -2.595825, -4.516560], [-1.219110, -2.348025, -3.536160], [-1.351955, -3.020330, -2.554437], [-1.969551, -1.242756, -3.811940], [0.373996, -1.416114, -6.302723], [-0.728374, 0.140896, -4.701802], [-2.199714, -0.241152, -5.619834], [-1.362370, -2.423845, -6.274459], [9.083211, -6.531346, 2.009791], [10.393907, -5.891814, 1.680450], [10.379492, -5.834644, 0.268069], [9.066477, -5.738211, -0.077404], [8.677997, -5.401222, -1.160149], [8.245848, -6.064296, 0.961052], [11.427296, -6.673503, 2.069301], [9.127439, -7.623615, 1.980034], [8.701910, -6.222333, 2.984177], [10.517959, -4.884063, 2.087800]], "forces_ev_per_a": [[-0.7, -0.2, 0.1], [1.8, -1.7, 1.3], [-2.2, 2.3, 2.7], [-1.6, -1.1, 0.6], [-0.3, 2.8, 0.7], [0.9, 0.4, -1.1], [0.5, -0.3, -1.3], [-0.3, -0.2, 0.4], [0.4, -0.7, 0.4], [3.1, 1.5, -2.1], [0.5, 1.0, 0.5], [2.0, -1.9, -1.2], [1.2, 0.6, -0.5], [-1.1, 0.3, -0.1], [0.3, -0.4, -0.4], [-0.7, -0.5, 0.6], [-2.2, -1.1, 1.4], [0.7, -2.2, 0.1], [-3.6, -1.0, 1.7], [2.9, -0.5, -1.9], [-0.5, -0.6, -0.5], [-1.4, -0.3, 2.7], [-0.5, -0.6, -1.5], [0.0, -0.6, 1.7], [-1.0, 1.8, -0.1], [0.6, -0.6, -1.7], [-0.1, 2.0, -0.6], [0.3, 0.7, -1.5], [-1.7, 1.0, 0.2], [0.0, 1.7, 0.6], [0.1, -1.5, 0.2], [1.2, 0.7, 1.1], [-1.8, 0.0, 0.5], [0.7, 0.9, 0.0], [1.4, 0.6, 0.7], [-0.5, 1.1, -1.5], [1.1, -1.4, -1.1], [0.1, 0.6, -1.6], [-0.9, -1.6, -0.3], [1.2, -1.2, -0.9], [-1.1, 1.3, 0.6], [1.3, -0.3, 1.4], [0.8, 0.9, -1.0], [-0.5, 1.2, 0.8], [-0.6, -1.4, -0.4], [1.8, -0.5, 0.6], [-0.8, -0.3, -0.5], [-0.4, -0.2, 0.7], [-0.6, 0.2, -0.6], [-0.9, -0.2, 0.4], [0.8, -0.1, -0.3], [0.0, -0.8, -0.9], [0.7, -0.3, 0.2], [-0.8, 0.2, -0.4], [-0.3, 1.0, 0.1], [0.4, -0.9, -0.1], [0.0, 0.6, 0.8], [0.0, -0.1, 0.2], [0.0, -0.1, 0.3], [-0.1, 0.3, 0.0], [0.2, 0.0, 0.1], [0.6, 0.3, -0.8], [0.3, 0.4, 0.6], [0.1, -0.3, -0.6], [-1.1, -0.8, -0.8], [0.8, 0.7, 0.2], [-0.5, -0.3, 0.7], [0.1, 0.0, 0.2], [0.0, 0.0, 0.3], [-0.2, -0.2, 0.0], [-0.1, 0.1, 0.1], [-0.5, 0.9, -0.2], [0.7, 0.0, -0.4], [-0.8, 0.2, 0.1], [-0.1, -0.9, 1.4], [0.1, 0.8, -0.8], [0.5, -0.7, -0.2], [0.0, -0.1, -0.1], [0.1, -0.2, -0.1], [-0.1, -0.1, 0.2], [0.2, 0.0, -0.1], [-0.6, -0.3, 0.9], [0.8, -0.4, 0.1], [-0.8, 0.3, 0.2], [-0.5, 0.1, -1.3], [0.2, -0.2, 1.0], [0.4, 0.3, -0.6], [0.1, 0.1, 0.0], [0.2, 0.1, -0.1], [-0.1, 0.1, -0.2], [0.2, -0.1, 0.0]], "mulliken_charge": [-0.9082, 0.3588, -0.2472, -0.2054, 0.6890, -0.6595, -0.0739, -0.7959, -0.5353, 0.5961, -1.3144, 0.2328, -1.3623, 0.3461, -0.9433, -1.2288, 0.0670, -0.3619, 0.2793, 0.2050, -0.6283, -0.5194, 0.2452, 0.3674, 0.0368, 0.3431, -0.1131, 0.4658, -0.1455, 0.5251, 0.2023, 0.3495, 0.1080, 0.3364, 0.2369, 0.4115, 0.2767, 0.4783, 0.3780, 0.2915, 0.0727, 0.3653, 0.2725, 0.1950, 0.2867, 0.4464, 0.3968, 0.3029, 0.2867, 0.2980, 0.3475, 0.3632, 0.2363, -0.3569, 0.5611, -0.5135, -0.2071, -0.2696, -0.3689, 0.3214, 0.2659, -0.4389, 0.9276, -0.3411, 0.7145, -0.5447, -0.3408, -0.3036, 0.2709, 0.3197, -0.3413, -0.4895, 0.2843, -0.2808, 0.5927, -0.5198, -0.1706, -0.2903, 0.2671, 0.3112, 0.2789, -0.3967, 0.2986, -0.2926, 0.6749, -0.5279, -0.3056, -0.2823, 0.2889, 0.2652, 0.2854]}

=====

No. 3
{"formula": "C8H10NO3", "method": "the ωB97M-V functional and the def2-TZVPD basis", "lumo_energy_ev": -4.85, "multiplicity": 1, "relative_energy_ev": 0.000, "smiles": "CCOc1cc(C(=O)O)cc[nH+]1", "charge": 1, "homo_ev": -14.519, "elements": ["C", "C", "O", "C", "C", "C", "C", "O", "O", "C", "C", "N", "H", "H", "H", "H", "H", "H", "H", "H", "H", "H"], "xyz": [[2.775038, -1.044594, 0.474564], [1.646656, -2.042862, 0.540609], [0.672139, -1.831377, -0.532168], [-0.206429, -0.863447, -0.374524], [-0.007662, 0.461476, -0.692127], [-1.052621, 1.356321, -0.527973], [-0.857392, 2.780444, -0.987608], [-0.893275, 3.043241, -2.149124], [-0.585870, 3.685914, -0.038083], [-2.289585, 0.920915, -0.042974], [-2.445937, -0.396677, 0.253518], [-1.411426, -1.245525, 0.094538], [3.617617, -1.414872, 1.049156], [2.487950, -0.073361, 0.872920], [3.086062, -0.906720, -0.558098], [1.121709, -2.005879, 1.494394], [1.997356, -3.055364, 0.381872], [0.948385, 0.761760, -1.092600], [-0.571010, 3.306534, 0.848814], [-3.113605, 1.606170, 0.073482], [-3.371781, -0.813290, 0.613871], [-1.546317, -2.228807, 0.297541]], "forces_ev_per_a": [[-0.2, 0.1, -0.1], [0.3, 0.0, 0.1], [0.0, -0.2, -0.1], [0.0, -0.4, 0.2], [0.0, 0.3, -0.1], [0.0, -0.1, -0.1], [0.3, 0.2, -0.1], [-0.1, 0.0, 0.3], [-0.1, 0.0, -0.2], [0.1, 0.4, -0.1], [-0.1, -0.2, 0.1], [-0.3, 0.1, 0.0], [0.1, 0.0, 0.1], [0.0, 0.1, 0.1], [0.2, -0.1, -0.1], [-0.1, 0.0, 0.1], [0.0, -0.1, -0.1], [0.0, 0.0, 0.0], [0.0, 0.0, 0.1], [-0.1, 0.0, 0.0], [-0.1, -0.1, 0.0], [0.1, -0.1, 0.0]], "mulliken_charge": [-1.1887, -0.1391, -0.4133, -0.2493, 0.0490, 0.3057, 0.2887, -0.4341, -0.4235, -0.2483, -0.5682, 0.1062, 0.3911, 0.3430, 0.3280, 0.3041, 0.3160, 0.6355, 0.3717, 0.5005, 0.4224, 0.3030]}